Record 1
54
Properties=species:S:1:pos:R:3 method="wB97M-V/def2-TZVPD" fmax_ha_per_bohr=0.044 spin_multiplicity=1 de_lowest_kcal_mol=17.5 e_tot_ha=-3418.77797 lumo_ev=1.9 homo_energy_ev=-4.95 total_charge=-1
C -1.374 -0.697 3.627
C -0.946 0.622 2.983
C -1.717 1.772 3.104
S -3.239 1.775 4.010
O -4.311 1.344 3.185
O -3.126 1.111 5.261
F -3.489 3.320 4.258
C -1.305 2.933 2.480
C -0.149 2.994 1.738
C 0.206 4.328 1.073
O -0.558 4.690 0.146
O 1.179 4.982 1.504
C 0.641 1.866 1.595
C 0.204 0.699 2.233
S 1.245 -0.741 1.987
C 1.680 -0.514 0.268
C 1.946 0.797 -0.112
C 2.301 1.040 -1.439
C 2.646 2.400 -2.001
C 1.490 3.420 -1.952
O 0.352 3.073 -2.062
I 2.082 5.489 -1.721
C 2.361 -0.029 -2.311
C 2.074 -1.317 -1.919
P 2.145 -2.620 -3.202
P 0.394 -2.152 -4.436
O -0.821 -2.761 -3.866
O 0.210 -0.551 -4.440
O 0.642 -2.577 -5.974
C 1.725 -1.583 -0.612
O 1.408 -2.858 -0.186
C 0.032 -3.137 -0.563
C -0.969 -3.123 0.594
C -2.155 -2.194 0.238
O -1.486 -4.447 0.862
N 1.861 1.873 0.836
H -0.563 -1.430 3.635
H -1.714 -0.563 4.654
H -2.163 -1.117 2.987
H -1.948 3.802 2.594
H 2.960 2.289 -3.048
H 3.508 2.840 -1.482
H 2.635 0.172 -3.345
H 1.862 -3.889 -2.657
H -0.344 -0.290 -5.189
H 0.071 -3.332 -6.176
H -0.301 -2.373 -1.276
H -0.079 -4.097 -1.085
H -0.562 -2.753 1.540
H -2.601 -2.591 -0.684
H -1.831 -1.156 0.081
H -2.903 -2.183 1.041
H -1.859 -4.367 1.745
H 2.651 1.813 1.477

Record 2
15
Properties=species:S:1:pos:R:3 method="wB97M-V/def2-TZVPD" fmax_ha_per_bohr=0.061 spin_multiplicity=1 de_lowest_kcal_mol=74.5 e_tot_ha=-1045.72535 lumo_ev="-1.1 / -1.2" homo_energy_ev="-7.93 / -7.81"
C 0.473 1.871 0.060
C 2.448 -0.142 -0.051
C -0.360 2.563 -0.657
C 0.124 0.402 0.405
C 0.813 -1.933 0.001
N 1.232 -0.540 0.160
S 3.886 -0.723 -0.422
S 2.027 2.442 0.586
H 0.004 3.598 -0.865
H -1.383 2.338 -0.871
H -0.129 0.227 1.500
H -0.563 -0.120 -0.346
H 0.051 -1.977 0.796
H 0.341 -1.939 -0.974
H 1.810 -2.482 -0.002

Record 3
6
Properties=species:S:1:pos:R:3 method="wB97M-V/def2-TZVPD" fmax_ha_per_bohr=0.059 spin_multiplicity=1 de_lowest_kcal_mol=8.3 e_tot_ha=-261.82531 lumo_ev=-1.3 homo_energy_ev=-11.48
N -1.294 -1.966 -1.907
C -0.518 -1.307 -1.331
C 0.138 -0.624 -0.339
C 0.234 0.306 0.429
C 0.562 1.356 1.236
N 0.877 2.234 1.912